The following is a DFT calculation (ωB97M-V/def2-TZVPD) of C46H59HgN7P as an isolated structure.

Geometry as XYZ:
```
114
Properties=species:S:1:pos:R:3:forces:R:3:lowdin_spin:R:1
C -1.252 0.654 -5.224 0.0 0.0 0.0 0.001
H 2.651 -3.549 -4.223 0.0 0.0 0.0 0.000
H 2.183 -2.033 -3.440 0.0 0.0 0.0 0.001
N -0.289 0.146 3.441 0.1 0.0 0.1 0.000
C -2.503 -2.733 4.041 0.0 0.0 0.0 0.000
C -0.908 -0.925 4.085 0.0 0.0 -0.1 0.000
C -0.494 -0.110 -2.988 0.0 -0.1 0.0 0.015
H 3.534 1.518 -8.022 0.0 0.0 0.0 0.000
H -4.122 0.180 3.695 0.0 0.0 0.0 0.000
H 0.877 -1.147 -1.299 0.0 0.0 0.0 0.001
C 2.640 -2.457 -4.333 0.0 0.0 0.0 0.002
H -2.496 -0.271 -3.697 -0.1 0.0 0.1 0.005
C 3.438 -2.909 0.075 0.0 0.0 0.0 -0.002
C 1.640 1.195 -3.038 0.3 0.0 -0.1 0.420
C 3.004 -0.734 4.381 0.0 0.0 0.0 0.000
C 4.386 -1.896 0.138 0.0 0.0 0.0 0.003
H -0.133 -0.435 6.008 0.0 0.0 0.0 0.000
N 0.770 0.221 -3.517 -0.1 0.1 0.1 0.202
H -2.446 -3.495 -1.250 0.0 0.0 0.0 0.000
H 3.674 -2.106 -4.383 0.0 0.0 0.0 0.000
C 1.160 0.461 -4.950 0.1 -0.1 0.0 0.011
H -4.370 -1.646 -1.548 0.0 0.0 0.0 0.000
H -5.808 -0.410 0.985 0.0 0.0 0.0 0.000
C -3.627 -1.081 -0.976 -0.1 0.0 0.0 0.000
H 7.233 3.994 -2.434 0.0 0.0 0.0 0.000
C 2.819 -0.334 -0.846 0.0 0.0 0.0 0.041
H 2.342 -2.660 2.647 0.0 0.0 0.0 0.000
H 2.459 1.978 1.314 0.0 0.0 0.0 0.001
N 1.891 -0.817 3.467 -0.1 0.0 0.1 0.000
C 4.078 -0.621 -0.320 0.0 0.0 0.0 0.005
H -1.226 -2.213 -1.097 0.0 0.0 0.0 0.000
P 2.274 1.357 -1.363 -0.3 0.1 -0.1 0.098
H 3.681 -3.908 0.419 0.0 0.0 0.0 0.000
C 3.011 1.399 -7.075 0.0 0.0 0.0 0.001
H -0.095 -2.214 -4.665 0.0 0.0 0.0 0.001
H 0.131 1.493 -6.618 0.0 0.0 0.0 0.002
H 0.463 -3.690 -5.474 0.0 0.0 0.0 0.000
C 1.862 -1.353 -0.880 0.0 0.0 -0.1 0.001
C 2.218 2.797 -5.148 0.0 0.0 0.0 0.016
C 0.989 0.239 3.368 0.0 0.0 -0.1 0.000
H 0.684 -2.122 2.378 0.0 0.0 0.0 0.000
H 3.216 1.079 -4.558 0.0 0.0 0.0 0.011
H -2.870 -0.695 -1.660 0.1 0.0 -0.1 0.000
H 0.933 3.727 -3.772 0.0 0.0 0.0 0.009
C 2.695 0.036 -6.758 0.0 0.0 0.0 0.001
C 1.582 4.050 -4.597 0.0 0.0 0.0 0.010
C 4.197 3.349 -1.082 0.0 0.0 0.0 0.000
C -1.520 -2.079 6.131 0.0 0.0 0.0 0.000
C 1.489 -2.160 3.110 0.0 0.0 0.0 0.000
C -1.764 -1.772 3.351 0.0 0.1 0.0 0.000
H 2.141 5.893 -3.545 0.0 0.0 0.0 0.000
H -0.044 4.113 -6.027 0.0 0.0 0.0 0.000
C 3.899 2.146 -1.714 0.0 0.0 0.0 0.002
C 2.746 1.599 2.301 0.0 0.0 0.0 0.001
C 0.703 4.788 -5.608 0.0 0.0 0.0 0.001
N 1.571 1.466 3.147 0.0 0.0 0.1 0.000
C -0.034 0.968 -5.684 0.0 0.0 0.0 0.026
H 2.794 -1.291 5.306 0.0 0.0 0.0 0.000
C -3.734 0.329 2.679 0.0 0.0 0.0 0.000
H -2.675 0.574 2.733 0.0 0.0 0.0 0.000
H 3.167 -0.677 -7.440 0.0 0.0 0.0 0.000
H 0.240 2.757 2.141 0.0 0.0 0.0 0.000
H 4.629 0.661 -3.081 0.0 0.0 0.0 0.001
C 0.444 -2.595 -5.535 0.0 0.0 0.0 0.000
C 4.839 1.604 -2.593 0.0 0.0 0.0 0.000
H 1.425 -3.407 -0.489 0.0 0.0 0.0 0.000
H -5.321 -2.113 0.981 0.0 0.0 0.0 0.000
C -2.842 -1.505 1.307 0.1 0.0 0.1 0.000
H 2.752 3.514 -7.062 0.0 0.0 0.0 0.000
N -3.931 -0.847 1.863 0.0 0.1 -0.1 0.000
H -4.250 1.184 2.226 0.0 0.0 0.0 0.000
C 2.224 1.514 -4.400 0.1 -0.1 -0.1 0.053
H 4.835 0.154 -0.272 0.0 0.0 0.0 0.001
C 5.394 4.012 -1.328 0.0 0.0 0.0 0.000
C 6.307 3.473 -2.221 0.0 0.0 0.0 -0.001
C 2.616 5.020 -4.009 0.0 0.0 0.0 0.001
H -5.853 -1.344 2.491 0.0 0.0 0.0 0.000
H -4.108 -0.233 -0.500 0.0 0.0 0.0 0.000
C -0.793 -1.102 5.462 0.0 0.0 0.0 0.000
H 1.158 -2.744 3.979 0.0 0.0 0.0 0.000
H 3.229 4.520 -3.260 0.0 0.0 0.0 0.000
H 1.302 3.513 3.358 0.0 0.0 0.0 0.000
H 3.457 2.299 2.753 0.0 0.0 0.0 0.000
H -2.971 -3.653 5.922 0.0 0.0 0.0 0.000
H -1.485 -3.360 0.249 0.0 0.0 0.0 0.000
H -0.120 -2.301 -6.422 0.0 0.0 0.0 0.000
C 1.902 -0.534 -5.795 0.0 0.0 0.0 0.006
H -0.087 2.508 3.859 0.0 0.0 0.0 0.000
N -1.752 -1.721 1.958 -0.1 -0.2 0.0 0.000
H 2.376 -2.464 -6.452 0.0 0.0 0.0 0.000
Hg -1.009 1.281 -0.558 -0.1 0.0 0.0 0.017
H 5.601 4.956 -0.838 0.0 0.0 0.0 0.000
C -5.293 -1.192 1.559 0.0 0.0 0.0 0.000
C -1.969 -2.804 -0.549 0.0 0.0 0.0 0.000
C 2.659 2.628 -6.431 0.0 0.0 0.0 -0.001
C 1.865 -2.024 -5.585 0.0 0.0 0.0 0.001
N -2.991 -1.936 0.018 0.0 0.0 0.0 0.000
H 3.229 0.637 2.158 0.0 0.0 0.0 0.000
H -1.414 -2.196 7.204 0.0 0.0 0.0 0.000
H 3.287 5.371 -4.800 0.0 0.0 0.0 0.000
C 0.705 2.627 3.124 0.0 0.0 0.0 0.000
C 2.177 -2.628 -0.434 0.0 0.0 0.0 0.001
H 3.469 3.777 -0.401 0.0 0.0 0.0 0.000
H 6.732 1.845 -3.560 0.0 0.0 0.0 0.000
H -3.152 -3.384 3.466 0.0 0.0 0.0 0.000
C -1.471 -0.001 -3.936 0.0 0.0 0.1 0.036
H 1.305 5.179 -6.434 0.0 0.0 0.0 0.000
C 6.028 2.265 -2.851 0.0 0.0 0.0 0.000
H 0.190 5.636 -5.141 0.0 0.0 0.0 0.000
H 3.203 0.303 4.639 0.0 0.0 0.0 0.000
H -2.128 0.941 -5.804 0.0 0.0 0.0 -0.001
C -2.390 -2.890 5.417 0.0 0.0 0.0 0.000
H 3.905 -1.159 3.926 0.0 0.0 0.0 0.000
H 5.376 -2.100 0.533 0.0 0.0 0.0 0.001
```
Forces are in eV/Å.

Properties
Spin multiplicity: 2
Total charge: -2
Energy above the lowest of the compared OMol25 structures with the same formula, charge and spin, kJ/mol: 188.1
HOMO (spin up / spin down), eV: 0.48 / 0.47
Orbital gap (spin up / spin down), eV: 3.60 / 3.60